Record 1
Entry from the Open Molecules 2025 dataset: C27H25BrI2N5O4PRu as an isolated structure (ωB97M-V/def2-TZVPD).

As for the LUMO energy (alpha / beta): -3.20 / -3.79 eV. As for the expectation value of S²: 0.757. Its net charge is +1. As for the electronic energy: -5224.08544 a.u. For the relative energy (zero: lowest compared OMol25 entry of this formula, charge and spin), the calculation gives 0.2292 eV. The spin multiplicity is 2. As for the gap between HOMO and LUMO (alpha / beta): 7.25 / 6.80 eV.

Last column: natural (NBO) charge in e.
Cartesian coordinates (Å):
Ru: 0.498 0.792 1.359  0.91
I: 1.542 -0.004 6.323  0.22
C: 2.781 -0.032 4.663  -0.20
C: 4.142 -0.386 4.795  -0.23
C: 4.980 -0.440 3.714  -0.18
I: 6.973 -0.965 4.010  0.20
C: 4.483 -0.149 2.415  -0.04
C: 5.223 -0.181 1.211  -0.12
C: 4.612 0.108 0.022  -0.26
C: 3.243 0.419 0.002  0.09
N: 2.527 0.449 1.103  -0.41
C: 3.125 0.195 2.307  0.10
C: 2.262 0.277 3.430  0.25
O: 0.998 0.654 3.222  -0.60
H: 4.520 -0.619 5.781  0.25
H: 6.274 -0.436 1.242  0.25
H: 5.164 0.094 -0.907  0.24
H: 2.720 0.649 -0.918  0.23
Br: -4.060 -0.120 -1.739  0.08
C: -4.475 1.003 -0.266  0.07
C: -5.770 1.506 -0.255  -0.28
C: -6.190 2.328 0.777  -0.17
C: -5.321 2.648 1.811  -0.22
C: -4.035 2.144 1.796  -0.15
C: -3.583 1.321 0.761  -0.27
C: -2.155 0.885 0.815  0.78
O: -1.462 1.276 1.817  -0.69
O: -1.623 0.210 -0.090  -0.72
H: -6.447 1.241 -1.055  0.24
H: -7.202 2.711 0.773  0.23
H: -5.647 3.280 2.625  0.23
H: -3.343 2.376 2.594  0.24
O: 0.668 2.060 -0.266  -0.59
N: -0.416 2.753 -0.662  0.03
C: -1.030 2.386 -1.795  0.07
C: -2.141 3.077 -2.229  -0.22
C: -2.616 4.141 -1.480  -0.13
C: -1.956 4.499 -0.314  -0.22
C: -0.847 3.786 0.079  0.05
H: -0.606 1.529 -2.291  0.25
H: -2.630 2.759 -3.138  0.25
H: -3.495 4.684 -1.800  0.24
H: -2.292 5.322 0.299  0.25
H: -0.271 3.984 0.971  0.25
C: 0.947 -4.319 0.594  -0.08
N: 0.989 -3.921 1.999  -0.45
C: -0.313 -4.193 2.607  -0.08
N: -1.423 -3.545 1.913  -0.44
C: -1.404 -3.940 0.504  -0.08
N: -0.126 -3.676 -0.163  -0.45
C: 0.109 -2.247 -0.340  -0.54
P: 0.149 -1.427 1.308  1.21
C: 1.375 -2.521 2.154  -0.55
C: -1.390 -2.093 2.067  -0.54
H: 0.790 -5.398 0.554  0.21
H: 1.905 -4.092 0.125  0.20
H: -0.300 -3.870 3.649  0.21
H: -0.478 -5.271 2.580  0.21
H: -2.201 -3.418 -0.027  0.21
H: -1.593 -5.013 0.452  0.21
H: -0.689 -1.799 -0.930  0.26
H: 1.060 -2.086 -0.853  0.23
H: 1.420 -2.266 3.216  0.24
H: 2.371 -2.369 1.732  0.23
H: -2.261 -1.653 1.581  0.24
H: -1.410 -1.821 3.125  0.24

=====

Record 2
Entry from the Open Molecules 2025 dataset: one molecule with the formula C4H8N2O at a distorted geometry (ωB97M-V/def2-TZVPD).

As for the LUMO energy: 0.83 eV. Its net charge is 0. As for the electronic energy: -341.93336 a.u. For the relative energy (zero: lowest compared OMol25 entry of this formula, charge and spin), the calculation gives 1.9126 eV. Its SMILES is CN[C@H](C#N)CO. As for the gap between HOMO and LUMO: 10.80 eV.

Last column: natural (NBO) charge in e.
Cartesian coordinates (Å):
C: -1.862 0.690 0.594  -0.43
N: -0.457 0.262 0.751  -0.61
C: 0.263 -0.006 -0.486  -0.18
C: 1.744 -0.368 -0.239  -0.05
O: 2.498 0.733 0.191  -0.70
C: -0.410 -1.105 -1.214  0.25
N: -0.970 -1.981 -1.719  -0.32
H: -2.531 -0.134 0.859  0.20
H: -2.081 1.544 1.242  0.20
H: -2.123 0.984 -0.430  0.20
H: -0.480 -0.614 1.268  0.36
H: 0.271 0.887 -1.127  0.24
H: 2.173 -0.693 -1.192  0.20
H: 1.815 -1.221 0.459  0.17
H: 2.149 1.024 1.044  0.48

=====

Record 3
Entry from the Open Molecules 2025 dataset: C25H44MnN5O4P as an isolated structure at a distorted geometry (ωB97M-V/def2-TZVPD).

As for the LUMO energy (alpha / beta): 0.22 / 0.14 eV. As for the expectation value of S²: 8.755. Its net charge is 0. As for the electronic energy: -3046.24028 a.u. For the relative energy (zero: lowest compared OMol25 entry of this formula, charge and spin), the calculation gives 0.0000 eV. The spin multiplicity is 6. As for the gap between HOMO and LUMO (alpha / beta): 7.49 / 7.44 eV.

Last column: Löwdin charge in e.
Cartesian coordinates (Å):
Mn: 6.230 8.219 14.743  0.92
C: 3.462 9.450 15.208  -0.16
C: 4.451 10.571 15.270  -0.21
N: 5.719 10.176 15.865  -0.12
C: 6.883 11.122 15.759  -0.11
C: 7.477 11.041 14.437  -0.25
C: 8.129 12.054 13.782  0.01
C: 8.323 11.972 12.401  -0.03
C: 7.991 10.870 11.683  0.02
C: 7.418 9.858 12.427  -0.26
C: 7.010 8.552 11.829  -0.11
N: 5.945 7.879 12.617  -0.12
C: 4.637 8.418 12.380  -0.20
C: 3.678 7.799 13.383  -0.18
N: 3.963 8.116 14.787  -0.09
N: 7.175 9.932 13.721  0.09
H: 2.602 9.648 14.605  0.12
H: 3.089 9.308 16.236  0.13
H: 3.997 11.391 15.806  0.13
H: 4.689 10.886 14.214  0.09
H: 5.544 9.989 16.877  0.14
H: 7.517 10.705 16.564  0.14
H: 6.498 12.118 16.066  0.14
H: 8.439 12.924 14.313  0.12
H: 8.800 12.811 11.930  0.10
H: 8.045 10.772 10.658  0.11
H: 7.920 7.909 11.816  0.14
H: 6.717 8.698 10.791  0.13
H: 5.934 6.889 12.328  0.15
H: 4.292 8.152 11.391  0.13
H: 4.774 9.504 12.424  0.09
H: 3.625 6.719 13.208  0.13
H: 2.703 8.175 13.171  0.11
H: 3.653 7.369 15.388  0.10
C: 3.243 12.244 8.349  -0.03
C: 4.506 11.300 8.546  -0.58
C: 4.295 9.906 7.958  -0.04
C: 5.704 11.960 7.826  -0.04
O: 4.769 11.081 9.973  -0.20
P: 4.518 12.188 11.176  0.27
O: 3.171 12.751 11.085  -0.27
O: 4.923 11.540 12.479  -0.32
O: 5.640 13.272 10.758  -0.18
C: 5.630 14.527 11.449  -0.64
C: 7.023 15.032 11.388  -0.05
C: 4.682 15.445 10.555  -0.01
C: 5.174 14.483 12.916  -0.05
H: 2.972 12.115 7.256  0.10
H: 3.434 13.291 8.635  0.07
H: 2.452 11.883 8.953  0.05
H: 4.415 9.958 6.861  0.09
H: 3.320 9.515 8.262  0.09
H: 5.082 9.255 8.343  0.07
H: 5.468 12.033 6.741  0.10
H: 6.616 11.401 8.018  0.08
H: 5.923 12.921 8.074  0.03
H: 7.339 15.115 10.329  0.10
H: 7.670 14.299 11.872  0.04
H: 7.152 16.081 11.873  0.12
H: 4.945 15.084 9.547  0.08
H: 4.947 16.494 10.689  0.07
H: 3.638 15.242 10.749  0.07
H: 5.751 13.713 13.450  0.06
H: 4.144 14.050 12.967  0.08
H: 5.305 15.453 13.464  0.10
C: 4.946 5.331 16.868  -0.08
C: 6.329 5.571 16.325  -0.38
C: 7.119 4.531 15.946  -0.09
C: 8.270 5.154 15.383  -0.11
C: 8.204 6.506 15.536  -0.43
C: 9.151 7.561 14.971  -0.06
N: 7.001 6.827 16.148  -0.04
H: 4.616 5.978 17.625  0.04
H: 4.905 4.302 17.315  0.09
H: 4.115 5.282 16.151  0.05
H: 6.826 3.493 15.934  0.10
H: 9.073 4.643 14.852  0.09
H: 8.987 8.565 15.439  0.07
H: 8.980 7.634 13.921  0.03
H: 10.216 7.243 15.141  0.10

=====

Record 4
Entry from the Open Molecules 2025 dataset: C9H8BrF3N2 as an isolated structure at a distorted geometry (ωB97M-V/def2-TZVPD).

As for the LUMO energy (alpha / beta): -0.31 / -0.31 eV. Its net charge is 0. As for the electronic energy: -3330.57575 a.u. For the relative energy (zero: lowest compared OMol25 entry of this formula, charge and spin), the calculation gives 7.1807 eV. As for the gap between HOMO and LUMO (alpha / beta): 9.30 / 9.30 eV.

Last column: natural (NBO) charge in e.
Cartesian coordinates (Å):
C: -2.726 1.294 1.084  -0.19
C: -1.469 1.770 1.378  -0.21
C: -2.879 0.275 0.158  -0.18
C: -0.375 1.158 0.717  -0.16
C: -1.787 -0.497 -0.273  -0.16
C: -0.535 0.065 -0.166  -0.18
C: 1.944 -0.497 -0.012  0.11
C: 2.323 -1.450 1.068  -0.63
C: 0.612 -0.689 -0.620  0.07
N: 2.804 0.434 -0.212  0.02
N: 0.631 0.170 -2.309  0.33
F: 2.502 1.356 -1.130  -0.21
F: -0.467 -0.382 -3.081  -0.28
F: 1.707 -0.253 -3.032  -0.23
Br: 0.224 -2.578 -0.985  0.09
H: -3.542 1.904 1.349  0.21
H: -1.115 2.618 1.922  0.22
H: -3.810 -0.017 -0.069  0.20
H: 0.543 1.504 1.161  0.22
H: -2.106 -1.291 -0.915  0.24
H: 3.042 -0.832 1.826  0.25
H: 1.480 -1.812 1.502  0.22
H: 3.000 -2.250 0.638  0.25

=====

Record 5
Entry from the Open Molecules 2025 dataset: one molecule with the formula C3H7N3 at a distorted geometry (ωB97M-V/def2-TZVPD).

As for the LUMO energy: 0.69 eV. Its net charge is 0. As for the electronic energy: -282.74524 a.u. For the relative energy (zero: lowest compared OMol25 entry of this formula, charge and spin), the calculation gives 0.7894 eV. Its SMILES is N#C[C@H](N)CN. As for the gap between HOMO and LUMO: 10.25 eV.

Last column: natural (NBO) charge in e.
Cartesian coordinates (Å):
N: -1.737 -0.356 -0.148  -0.85
C: -0.664 0.646 -0.149  -0.22
C: 0.765 0.082 0.251  -0.12
N: 0.736 -1.349 0.169  -0.85
C: 1.952 0.761 -0.493  0.26
N: 2.931 1.332 -0.759  -0.34
H: -2.447 -0.173 0.553  0.37
H: -2.213 -0.396 -1.042  0.37
H: -0.914 1.456 0.543  0.20
H: -0.578 1.079 -1.145  0.20
H: 1.041 0.458 1.242  0.20
H: -0.218 -1.705 0.173  0.40
H: 1.348 -1.836 0.805  0.37

=====

Record 6
Entry from the Open Molecules 2025 dataset: one molecule with the formula C3H5ClS2 at a distorted geometry (ωB97M-V/def2-TZVPD).

As for the LUMO energy: 0.71 eV. Its net charge is 0. As for the electronic energy: -1373.83221 a.u. For the relative energy (zero: lowest compared OMol25 entry of this formula, charge and spin), the calculation gives 0.7731 eV. Its SMILES is S[C@@H]1C(Cl)[C@H]1S. As for the gap between HOMO and LUMO: 10.07 eV.

Last column: natural (NBO) charge in e.
Cartesian coordinates (Å):
C: -0.909 -0.270 0.125  -0.40
C: 0.499 -0.323 0.683  -0.39
C: 0.029 0.913 0.000  -0.19
H: -1.848 -0.397 -2.003  0.14
H: -1.646 -0.078 0.904  0.24
H: 1.236 -0.863 0.108  0.25
H: 0.144 -1.291 2.827  0.13
H: -0.267 1.793 0.579  0.24
S: -1.288 -1.394 -1.195  0.02
S: 0.788 -0.137 2.440  0.00
Cl: 0.745 1.377 -1.599  -0.04

=====

Record 7
Entry from the Open Molecules 2025 dataset: one molecule with the formula C4H8N2 at a distorted geometry (ωB97M-V/def2-TZVPD).

As for the LUMO energy: 1.00 eV. Its net charge is 0. As for the electronic energy: -266.56253 a.u. For the relative energy (zero: lowest compared OMol25 entry of this formula, charge and spin), the calculation gives 4.3395 eV. Its SMILES is C[C@@H]1N2N[C@@]12C. As for the gap between HOMO and LUMO: 9.72 eV.

Last column: natural (NBO) charge in e.
Cartesian coordinates (Å):
C: -0.091 -0.815 0.614  -0.08
C: -1.094 0.212 -0.023  0.25
C: 1.381 -0.645 0.578  -0.65
C: -0.995 1.470 -0.791  -0.67
N: -2.131 -0.817 -0.196  -0.48
N: -0.792 -1.440 -0.562  -0.25
H: -0.464 -1.107 1.571  0.16
H: 1.646 -0.034 -0.217  0.22
H: 1.842 -1.636 0.337  0.23
H: 1.706 -0.524 1.634  0.23
H: -1.726 2.143 -0.363  0.24
H: -1.352 1.423 -1.920  0.25
H: 0.074 1.862 -0.751  0.23
H: -2.474 -1.163 0.709  0.32